(1)
{"formula": "C16H15CoFN2O3S2", "method": "wB97M-V/def2-TZVPD", "elements": ["Co", "O", "C", "C", "C", "C", "C", "C", "C", "O", "N", "N", "C", "S", "C", "C", "S", "H", "H", "H", "H", "H", "H", "H", "H", "H", "O", "H", "H", "F", "C", "C", "C", "C", "C", "C", "H", "H", "H", "H"], "xyz": [[1.1767, -1.3425, 0.0291], [-0.6051, 3.5971, -0.4864], [0.0520, 3.5816, 0.6816], [0.0578, 4.7659, 1.4217], [0.7123, 4.8245, 2.6315], [1.3789, 3.7088, 3.1428], [1.3786, 2.5381, 2.4238], [0.7223, 2.4502, 1.1875], [0.7475, 1.1939, 0.4555], [1.3847, 0.1735, 0.9865], [0.1661, 1.0669, -0.7027], [0.3512, -0.2153, -1.1996], [-0.0577, -0.4084, -2.4115], [0.0338, -1.9868, -3.1373], [-0.1854, -1.3573, -4.8279], [-1.1740, -0.2113, -4.7528], [-0.6874, 0.8770, -3.3819], [-0.5571, 2.7149, -0.9024], [-0.4627, 5.6232, 1.0181], [0.7063, 5.7505, 3.1915], [1.8898, 3.7655, 4.0934], [1.8910, 1.6641, 2.8012], [-0.5639, -2.1793, -5.4331], [0.7806, -1.0372, -5.2139], [-2.1885, -0.5678, -4.5815], [-1.1553, 0.3872, -5.6624], [2.8815, -2.6381, -0.2374], [2.9469, -3.5594, 0.0425], [3.7630, -2.2550, -0.1444], [-2.9932, -4.1485, 3.0016], [-2.1147, -3.4229, 2.3036], [-1.1087, -2.7627, 2.9856], [-0.1990, -2.0076, 2.2596], [-0.3150, -1.9644, 0.8712], [-1.3520, -2.5982, 0.2003], [-2.2596, -3.3525, 0.9302], [-1.0609, -2.8295, 4.0637], [0.5735, -1.4488, 2.7707], [-1.4750, -2.5168, -0.8723], [-3.0794, -3.8726, 0.4543]], "forces_ev_per_a": [[0.37, 0.35, -0.39], [-0.07, 0.00, -0.10], [0.06, -0.02, 0.08], [0.01, -0.06, -0.01], [-0.01, 0.00, -0.01], [0.02, 0.00, 0.03], [0.01, 0.00, 0.01], [-0.10, 0.12, -0.07], [0.07, -0.01, 0.09], [0.16, -0.25, 0.08], [-0.11, 0.05, -0.12], [-0.17, 0.07, 0.03], [0.06, -0.09, -0.07], [-0.03, 0.01, 0.01], [0.01, -0.01, -0.03], [0.01, -0.02, 0.00], [0.01, -0.03, 0.05], [0.02, 0.06, 0.07], [-0.01, 0.00, -0.01], [0.00, 0.00, 0.00], [0.00, 0.00, 0.00], [-0.01, 0.00, 0.00], [0.00, 0.00, 0.00], [0.00, 0.00, 0.01], [0.00, 0.01, 0.02], [0.01, 0.00, 0.00], [-0.17, 0.09, 0.18], [-0.02, -0.03, -0.01], [0.03, -0.02, -0.02], [0.02, 0.02, -0.01], [-0.01, -0.03, -0.01], [-0.01, 0.02, 0.01], [-0.04, -0.01, -0.15], [-0.20, -0.29, 0.32], [0.05, 0.09, -0.04], [-0.03, 0.00, 0.04], [0.01, 0.01, 0.00], [0.02, -0.01, 0.03], [0.02, -0.02, 0.00], [0.01, 0.01, -0.02]], "charge": 1, "homo_energy_ev": [-10.8386, -10.8427], "e_tot_ha": -3232.6688, "multiplicity": 1}

(2)
{"formula": "C16H15FN4O2", "method": "wB97M-V/def2-TZVPD", "elements": ["O", "C", "C", "C", "C", "O", "N", "C", "C", "C", "C", "F", "C", "C", "N", "N", "C", "C", "C", "C", "N", "C", "C", "H", "H", "H", "H", "H", "H", "H", "H", "H", "H", "H", "H", "H", "H", "H"], "xyz": [[-2.7255, -1.9679, 1.4027], [-2.9038, -1.6020, 0.2677], [-4.2337, -1.0814, -0.2516], [-4.3344, 0.4087, 0.1396], [-3.0516, 1.1008, -0.3027], [-2.8807, 1.4686, -1.4453], [-2.1141, 1.1749, 0.6828], [-0.7518, 1.4762, 0.5465], [-0.2350, 2.1233, -0.5722], [1.1246, 2.3565, -0.6680], [1.9555, 1.9497, 0.3588], [3.2818, 2.1751, 0.2584], [1.4613, 1.3162, 1.4850], [0.1041, 1.0809, 1.5734], [-1.8965, -1.5073, -0.6609], [-0.6162, -1.6263, -0.2835], [0.3107, -1.2767, -1.0773], [1.6958, -1.3265, -0.6579], [2.0577, -1.8363, 0.5916], [3.3944, -1.8212, 0.9453], [4.3530, -1.3460, 0.1660], [4.0122, -0.8609, -1.0146], [2.7076, -0.8289, -1.4792], [-4.3008, -1.1844, -1.3345], [-5.0456, -1.6369, 0.2169], [-4.4786, 0.4989, 1.2160], [-5.1798, 0.8622, -0.3780], [-2.3496, 0.7527, 1.5718], [-0.8945, 2.4318, -1.3656], [1.5412, 2.8527, -1.5300], [2.1358, 1.0095, 2.2680], [-0.2965, 0.5713, 2.4370], [-2.1029, -1.1303, -1.5902], [0.1004, -0.8898, -2.0825], [1.2959, -2.2245, 1.2469], [3.7229, -2.2061, 1.9021], [4.8268, -0.4776, -1.6146], [2.4771, -0.4192, -2.4513]], "forces_ev_per_a": [[-0.06, 0.04, 0.31], [-0.23, -0.19, -0.22], [0.09, -0.01, 0.19], [0.07, 0.01, -0.21], [-0.41, 0.03, 0.53], [0.05, 0.02, -0.40], [-0.18, 0.02, 0.40], [0.40, 0.16, -0.15], [-0.22, -0.01, 0.00], [0.33, -0.08, 0.25], [-0.13, 0.04, -0.02], [-0.05, -0.02, 0.02], [0.15, 0.19, -0.14], [-0.11, 0.12, -0.18], [-0.20, 0.08, -1.04], [0.60, -0.16, 0.55], [-0.84, 0.07, -0.45], [0.84, -0.10, 0.29], [0.04, 0.07, -0.30], [-0.32, -0.12, 0.15], [0.54, 0.05, 0.10], [-0.05, 0.08, -0.22], [-0.28, -0.18, 0.23], [-0.03, 0.01, -0.02], [0.10, -0.05, -0.06], [-0.02, -0.02, 0.01], [0.09, 0.05, 0.06], [-0.11, 0.03, -0.20], [-0.01, 0.01, 0.00], [0.07, 0.06, -0.08], [0.09, -0.04, 0.07], [-0.05, -0.10, 0.11], [0.01, -0.06, 0.39], [-0.03, -0.01, 0.06], [-0.06, -0.06, 0.13], [-0.08, -0.06, 0.10], [0.00, 0.06, -0.12], [-0.01, 0.06, -0.11]], "homo_energy_ev": -8.5213, "e_tot_ha": -1088.0909, "multiplicity": 1, "smiles": "O=C(CCC(=O)Nc1ccc(F)cc1)N/N=C/c1ccncc1"}

(3)
{"formula": "C16H15IN8NiO5S5", "method": "wB97M-V/def2-TZVPD", "elements": ["Ni", "N", "C", "C", "C", "C", "C", "C", "S", "O", "O", "N", "C", "N", "C", "C", "C", "N", "H", "H", "H", "H", "H", "H", "H", "H", "H", "N", "C", "N", "C", "C", "S", "C", "C", "S", "C", "N", "N", "H", "H", "H", "H", "H", "H", "O", "S", "O", "O", "S", "I"], "xyz": [[0.6814, 0.1124, 0.0883], [4.9969, 3.0097, -2.9533], [4.5165, 2.9162, -1.6513], [4.0369, 4.0326, -0.9609], [3.4643, 3.9001, 0.2903], [3.4533, 2.6605, 0.8959], [4.0206, 1.5598, 0.2743], [4.5434, 1.6812, -0.9938], [2.3532, 2.3275, 2.2468], [2.0423, 3.5220, 3.0079], [2.8952, 1.2554, 3.0777], [1.0565, 1.6598, 1.5344], [0.2522, 2.3929, 0.7848], [-0.7691, 1.6897, 0.2237], [-1.5861, 2.3341, -0.5756], [-1.4595, 3.6935, -0.8326], [-0.4026, 4.3266, -0.1935], [0.4288, 3.7134, 0.6189], [4.7673, 3.9027, -3.3769], [4.5929, 2.2644, -3.5279], [4.0404, 4.9954, -1.4569], [2.9927, 4.7335, 0.7895], [4.0118, 0.6128, 0.7888], [4.9031, 0.8093, -1.5188], [-2.3765, 1.7463, -1.0339], [-2.1215, 4.2122, -1.5081], [-0.2081, 5.3855, -0.3432], [-0.4851, -0.7484, -3.1984], [-1.1756, -1.1263, -2.1569], [-0.8553, -1.0516, -0.9017], [-1.7955, -1.5938, -0.0630], [-2.8971, -2.1052, -0.6721], [-2.7970, -1.9070, -2.3899], [-1.5548, -1.5357, 1.3641], [-2.3196, -2.0463, 2.3667], [-1.5945, -1.7160, 3.9086], [-0.2589, -0.8814, 3.0480], [-0.4281, -0.8802, 1.7731], [0.7826, -0.4218, 3.7236], [0.5868, -0.6180, -3.2624], [-0.9227, -0.7413, -4.1043], [-3.7474, -2.5754, -0.2252], [-3.2303, -2.6048, 2.3096], [0.7362, -0.3709, 4.7252], [1.5138, 0.1322, 3.2530], [2.9941, 1.6111, -4.2500], [1.7712, 0.9501, -3.7899], [1.9542, -0.5170, -3.7157], [0.6166, 1.3136, -4.6076], [1.4148, 1.6059, -1.8883], [2.3413, -1.7042, 0.1688]], "forces_ev_per_a": [[-1.08, 0.14, -0.94], [0.18, 0.16, -0.08], [0.21, 0.06, 0.21], [0.09, 0.01, -0.04], [0.05, 0.24, -0.06], [-0.52, -0.19, 0.61], [0.32, -0.05, -0.10], [0.07, 0.14, 0.16], [0.15, 0.26, 0.65], [0.14, -0.03, -0.56], [0.19, -0.05, -0.56], [0.98, -0.12, 0.90], [-0.85, 1.26, 0.22], [1.38, -0.61, 0.34], [-0.44, 0.46, -0.61], [-0.19, -0.41, 0.16], [0.03, -0.03, 0.04], [0.02, 0.36, -0.20], [-0.08, -0.23, 0.08], [-0.06, 0.16, 0.06], [-0.05, 0.08, -0.04], [-0.04, 0.06, -0.01], [-0.06, -0.17, -0.09], [0.06, -0.09, -0.04], [0.10, -0.04, -0.10], [-0.04, -0.01, 0.00], [-0.06, 0.04, -0.06], [-0.19, -0.31, -0.24], [-1.02, -0.50, -0.59], [0.33, -0.06, 0.55], [-0.67, -0.30, -0.91], [0.18, 0.13, 0.06], [0.53, 0.23, 0.20], [-0.25, -0.18, 0.95], [0.24, 0.10, -0.09], [0.37, 0.26, -0.41], [-1.01, -0.78, 0.58], [0.31, 0.12, -0.33], [0.61, 0.32, 0.20], [-0.63, -0.78, 0.42], [-0.07, 0.03, 0.10], [-0.24, -0.03, 0.21], [-0.23, -0.10, -0.11], [0.02, 0.03, -0.10], [-0.16, -0.20, 0.21], [0.16, -0.16, -0.24], [0.68, 1.41, -0.06], [0.25, -0.18, -0.14], [0.00, -0.11, -0.28], [-0.09, -0.05, 0.15], [0.37, -0.25, -0.05]], "charge": -2, "e_above_lowest_kcal_mol": 20.50, "homo_energy_ev": -1.5432, "e_tot_ha": -5230.0638, "multiplicity": 1}